(1)
Entry from the OMol25 dataset: C34H53AsBrN5O5P3STi as an isolated structure at a distorted geometry (the ωB97M-V functional and the def2-TZVPD basis).

Values from the calculation:
Total charge: +2
2S+1: 2
Expectation value of S²: 0.76
HOMO-LUMO gap (alpha / beta), eV: 7.17 / 7.12

The geometry in XYZ format:
```
104
Properties=species:S:1:pos:R:3:forces:R:3
Br -2.8670 1.6630 -1.6345 -0.1 0.0 -0.1
As 0.2823 1.2311 -2.5679 0.3 0.1 -0.7
Ti -0.6369 -0.0255 -0.2771 1.1 1.5 1.7
S 0.5831 -2.1249 0.9417 0.0 -0.6 -0.4
P 0.7295 1.7911 1.0119 0.3 0.7 0.3
P -0.7629 1.1387 4.0751 -0.1 0.0 -0.3
P -2.8093 0.3700 1.3584 -0.5 -0.2 0.3
O -4.0499 -0.2391 0.5340 -0.1 0.0 -0.3
O -0.5906 -1.3440 1.4173 0.1 -0.1 -0.1
O -3.1326 -0.2517 2.8029 0.2 -0.6 0.1
O 0.2705 -3.3821 0.3121 0.1 0.1 0.2
O -3.0901 1.8998 1.6467 0.1 0.2 -0.2
N 1.1776 -1.7466 -2.4402 -0.3 -0.1 -0.1
N 3.8157 -3.8118 5.5070 -0.1 0.1 -0.2
N 1.1017 -1.0577 -0.1834 0.6 -1.4 -0.6
N -1.9584 -0.9102 -1.5059 -1.6 -1.0 -1.2
N 2.9752 -2.2664 -1.0083 0.1 0.0 0.0
C -1.5764 2.2735 5.2672 0.2 0.0 0.0
C 2.1390 1.0343 -3.2696 -0.1 0.0 0.1
C 1.7977 -1.7271 -1.2763 0.0 0.4 0.5
C -3.8695 -0.6701 -2.9213 -0.2 0.1 -0.1
C 2.1998 2.2065 -0.0082 -0.1 -0.1 0.2
C 1.6291 1.5173 2.6185 -0.4 -0.2 0.2
C 3.5761 -2.9175 -2.0067 0.0 0.1 0.3
C -5.4051 -0.3601 1.0039 0.0 0.0 0.0
C 3.7234 -2.9349 3.2725 0.2 -0.1 0.1
C 2.9947 -2.4848 2.1998 -0.2 0.2 0.0
C -3.1459 -1.6814 3.0352 -0.1 0.3 -0.1
C 3.2037 3.2639 -3.7291 0.0 0.0 0.0
C -0.3894 -0.2761 5.1879 0.0 0.1 0.0
C 3.6284 4.2552 -4.5982 0.0 0.1 -0.1
C 1.6044 -2.4052 2.3049 0.1 0.0 0.1
C 3.0079 -3.0243 -3.2634 0.1 -0.1 -0.1
C -2.8319 -4.3220 -2.8575 0.0 0.1 0.0
C 3.4412 4.1063 -5.9684 0.0 0.0 0.0
C -0.0275 3.4434 1.1801 0.0 -0.1 0.1
C 3.0876 -3.3516 4.4571 0.0 0.0 0.2
C -4.3014 2.4417 2.1922 -0.1 -0.1 0.1
C -1.9564 -2.2352 -1.7771 0.0 0.2 0.1
C -2.8836 -2.8374 -2.6026 0.1 -0.4 -0.1
C 0.0363 3.1479 -2.8372 0.1 0.0 0.2
C 0.9466 -2.8134 3.4738 0.1 0.0 -0.2
C 2.4242 1.9602 -5.5832 0.0 0.0 -0.1
C -3.8488 -2.0247 -3.1845 -0.3 -0.1 -0.2
C 2.8432 2.9536 -6.4596 0.0 0.0 0.0
C 0.9052 1.9004 3.9253 0.1 0.0 -0.2
C 1.6820 -3.2664 4.5406 0.1 -0.1 0.1
C -2.9115 -0.1786 -2.0730 0.1 0.2 0.0
C -0.6362 0.6393 -4.1805 0.0 -0.2 0.2
C 2.5851 2.1097 -4.2084 0.0 0.1 0.0
C 1.7914 -2.4015 -3.4315 -0.2 0.0 0.0
H 2.8155 0.9555 -2.4264 0.1 0.0 0.1
H -3.4996 -1.8250 4.0502 -0.1 0.1 0.1
H 0.2627 -0.9930 4.6823 -0.1 0.3 0.2
H 0.1386 3.3321 -3.9018 0.0 0.1 -0.1
H 3.3717 3.3790 -2.6625 0.0 0.0 0.0
H -0.3805 3.7582 0.1990 0.0 0.1 -0.1
H 3.7795 4.8771 -6.6507 0.0 0.0 0.0
H 1.1799 -3.5706 5.4530 0.0 0.0 -0.1
H -4.6051 -0.0075 -3.3563 0.0 0.0 0.0
H -2.4905 1.8110 5.6450 0.0 0.0 0.0
H 4.1142 5.1431 -4.2092 0.0 -0.1 0.0
H 4.8094 -3.9349 5.4310 0.0 0.0 0.0
H 1.9929 1.0458 -5.9808 0.0 0.1 0.0
H -1.8459 3.2144 4.7800 0.0 -0.1 0.0
H -3.7620 -4.7995 -2.5443 0.0 0.0 0.0
H -2.1498 -2.0987 2.9294 0.0 0.1 0.0
H -4.5948 -2.4580 -3.8479 0.1 0.1 0.1
H -5.1097 2.3557 1.4665 0.0 0.0 0.0
H 0.1085 0.0776 6.0939 0.0 -0.1 0.0
H -2.0107 -4.7904 -2.3172 0.0 0.0 0.0
H 3.3645 -4.1896 6.3197 0.0 0.0 0.0
H 3.4927 -3.5611 -4.0690 0.0 0.1 0.1
H 3.4888 -2.1863 1.2862 0.0 0.0 0.0
H -0.7259 -0.4456 -4.1916 0.0 0.0 0.0
H 2.8299 2.9050 0.5398 0.0 0.0 0.0
H 0.8000 3.7250 -2.3202 0.0 0.0 0.0
H -0.9421 3.4774 -2.5065 -0.1 0.0 0.0
H 2.7750 1.3084 -0.2200 0.0 -0.1 0.0
H 1.9228 0.4635 2.6412 0.0 0.0 0.0
H 0.7027 4.1687 1.5408 0.0 0.0 0.0
H -6.0315 0.3398 0.4556 0.0 0.0 0.0
H 0.7941 2.9862 3.9749 0.0 0.0 0.0
H -2.7049 -4.5267 -3.9234 0.0 0.0 0.1
H 2.1270 0.0774 -3.7753 0.0 -0.1 -0.1
H -3.8240 -2.1847 2.3452 0.0 0.0 0.0
H -1.3131 -0.7873 5.4733 0.1 0.0 0.0
H 4.5409 -3.3606 -1.7831 -0.1 0.0 0.0
H -4.1101 3.4882 2.3955 0.0 0.1 0.0
H 1.9165 2.6793 -0.9392 -0.1 0.0 -0.1
H 2.7115 2.8205 -7.5284 0.0 0.0 0.1
H -0.8842 3.4127 1.8528 0.0 0.0 0.0
H -4.5653 1.9318 3.1173 0.0 0.0 0.0
H -1.1911 -2.8240 -1.2996 0.2 -0.1 0.1
H -0.9155 2.4883 6.1110 -0.1 0.0 0.0
H -1.6171 1.0924 -4.2549 -0.2 0.1 0.0
H 4.8053 -2.9865 3.2050 -0.1 0.0 0.0
H 1.5155 1.5990 4.7798 0.1 0.1 0.0
H 2.5404 2.1026 2.5248 0.2 0.0 0.0
H 1.2743 -2.4250 -4.3850 0.0 0.0 0.0
H -0.0444 0.9703 -5.0256 0.1 0.0 -0.2
H -5.4824 -0.1619 2.0695 0.0 0.0 0.0
H -5.7395 -1.3735 0.8017 0.0 -0.1 0.0
H -0.1364 -2.7699 3.5420 0.2 -0.1 0.0
```
Positions in Å, forces in eV/Å.

---

(2)
Entry from the OMol25 dataset: C34H53BN10O2PS2Se4SiY as an isolated structure (the ωB97M-V functional and the def2-TZVPD basis).

Values from the calculation:
Total charge: -2
2S+1: 1
HOMO-LUMO gap, eV: 4.90

The geometry in XYZ format:
```
109
Properties=species:S:1:pos:R:3:forces:R:3
Y 0.1052 0.7979 -0.0047 -0.4 0.7 -0.6
Se 1.9428 4.9467 0.3648 -0.2 -0.3 0.1
Se 4.4548 2.4334 -2.0383 -0.3 0.0 -0.1
Se 2.7912 1.3698 -0.8472 0.6 -0.3 0.3
Se 1.9469 2.7193 0.9861 0.6 0.5 0.3
S 1.9454 -0.6501 1.9381 -0.3 0.1 -0.3
S 0.9211 1.2768 4.6112 -0.1 0.0 0.0
P 2.2082 0.0601 3.7935 -0.1 0.1 -0.1
Si 0.7980 -1.9308 -1.5301 0.0 -0.2 0.1
O 2.3261 -1.3214 4.6428 0.1 0.0 0.0
O 3.6732 0.6996 3.9288 -0.2 0.0 0.2
N -2.4259 1.1747 -1.4574 0.0 -0.1 0.1
N -0.9961 3.8207 -1.6082 0.0 0.0 -0.2
N -1.4703 -2.6713 5.9493 -0.1 0.0 -0.1
N -1.5150 -0.4214 1.7278 -0.3 -0.1 -0.2
N -2.1168 3.6268 0.6704 -0.1 -0.3 0.0
N -3.7531 5.8228 -0.6058 0.0 0.1 0.2
N -3.0414 2.3621 -1.2655 0.0 -0.1 0.2
N -0.1002 2.8128 -1.7584 0.2 -0.1 0.3
N -3.2368 4.8220 -1.3426 -0.1 0.0 0.0
N -1.5668 2.4810 1.1498 0.1 -0.2 0.1
C -1.7960 2.4797 2.4598 0.3 0.2 -0.1
C 0.5775 4.5990 -2.9469 -0.1 0.0 0.0
C -3.8369 -0.8534 2.1983 0.1 0.0 0.0
C 3.1938 -2.4472 6.5502 0.0 0.0 0.0
C -4.6529 0.9138 -1.6967 -0.1 0.1 0.0
C -0.5692 -3.3494 -1.1561 0.0 0.0 0.0
C -3.5060 -1.4748 3.3852 0.2 0.0 0.0
C -4.4593 6.0311 -2.7341 0.1 -0.1 -0.1
C 5.2241 0.9232 2.0966 0.0 -0.1 0.0
C -0.5898 4.9054 -2.3009 -0.1 0.0 -0.1
C -4.3730 2.2264 -1.3762 -0.1 0.0 -0.1
C -3.6467 4.9260 -2.6261 0.0 0.1 -0.1
C -3.3967 0.3093 -1.7439 0.1 -0.1 -0.2
C 0.6568 -1.4615 -3.4587 0.0 0.0 0.0
C -1.1930 -1.0306 2.8672 -0.1 -0.1 -0.1
C 0.2910 -2.5971 -4.4184 0.0 -0.1 0.0
C 0.8480 3.2867 -2.5623 -0.1 -0.3 -0.1
C 2.5344 -2.8990 -1.3353 -0.1 0.1 -0.1
C 2.5976 -3.7342 -0.0488 -0.1 -0.1 0.0
C -1.7597 -2.1828 4.9493 0.1 0.0 0.2
C -1.9450 -2.8054 -1.5505 0.1 0.1 0.0
C -4.4853 6.5506 -1.4309 0.0 0.0 0.1
C -0.4140 -4.7256 -1.8095 0.1 0.0 -0.1
C 4.7874 0.0766 3.2717 0.1 0.0 -0.1
C -2.1566 -1.5568 3.7232 -0.2 0.0 -0.1
C -2.6791 4.3217 1.6735 0.1 0.0 0.0
C -0.6684 -3.5842 0.3625 0.0 0.0 -0.1
C -2.8160 -0.3362 1.4165 0.0 0.0 0.2
C 2.8459 -3.8665 -2.4881 0.0 0.0 -0.1
C 3.7180 -1.9283 -1.2432 0.0 0.1 0.0
C 2.4179 -1.2433 6.0656 0.0 0.1 0.1
C -0.4131 -0.3765 -3.6139 0.0 0.0 0.1
C 1.9552 -0.8240 -3.9743 0.0 0.0 0.1
C -2.4895 3.6258 2.8458 0.0 0.0 0.0
B -2.3059 3.6826 -0.8533 0.0 0.2 0.0
H 4.4628 0.9230 1.3116 0.1 0.0 0.1
H -3.1654 5.2544 1.4690 0.0 0.1 0.0
H -2.7249 -3.5516 -1.3432 0.0 0.0 0.0
H 1.9783 -4.6307 -0.1034 0.0 0.0 0.0
H -3.1567 -0.7135 -1.9800 0.0 0.1 0.0
H -4.2618 -1.8915 4.0372 0.0 0.0 0.0
H -3.0547 0.1886 0.5096 0.0 0.1 -0.1
H -0.1386 -1.1281 3.0742 0.1 0.0 0.1
H 1.1929 5.2427 -3.5476 0.0 0.0 0.0
H -0.1479 0.5418 -3.0837 0.0 0.0 0.0
H 2.7261 -3.3648 6.1940 0.0 0.0 0.0
H 2.7712 -1.5375 -4.0789 0.0 0.0 0.0
H -0.7395 -2.6407 0.9024 0.0 0.0 0.0
H -1.2854 -5.3463 -1.5578 0.0 0.0 0.0
H 4.2200 -2.4211 6.1823 0.0 0.0 0.0
H 4.6493 -2.5086 -1.2036 0.1 0.0 0.0
H -4.8631 -0.7489 1.8778 0.0 0.0 0.0
H 2.0392 -4.5693 -2.6973 0.0 0.0 0.0
H -1.5708 -4.1715 0.5849 0.0 0.0 0.0
H -4.9485 6.4033 -3.6169 0.0 0.0 0.0
H 0.4673 -5.2552 -1.4476 0.0 0.0 0.0
H -1.3941 -0.6885 -3.2575 0.0 0.0 0.0
H 4.5102 -0.9310 2.9482 0.1 0.0 0.0
H 1.4057 -1.2330 6.4800 0.0 0.0 0.0
H 5.5687 -0.0109 4.0326 0.0 0.0 0.0
H -0.3498 -4.6789 -2.8983 0.0 0.0 0.1
H 3.6322 -4.0711 0.0948 0.0 0.0 0.0
H 2.3083 -0.0098 -3.3370 0.0 0.0 0.0
H -1.1537 5.8204 -2.2697 0.0 0.0 0.0
H 3.2144 -2.4709 7.6412 0.0 0.0 0.0
H -0.6851 -3.0349 -4.1945 0.0 0.0 0.0
H 1.6948 2.6785 -2.8327 0.0 0.1 0.0
H -0.5221 -0.1037 -4.6722 0.0 0.0 -0.1
H 6.1481 0.5228 1.6759 0.0 0.0 0.0
H 5.3927 1.9552 2.4029 0.0 0.0 0.0
H 3.7968 -1.2464 -2.0895 0.0 0.0 0.0
H -3.3158 4.2151 -3.3642 0.0 0.0 0.0
H 0.1801 -4.1235 0.7743 0.1 0.0 0.0
H -2.1738 -1.9247 -0.9435 0.1 -0.1 0.0
H -1.4010 1.6965 3.0804 0.1 0.0 0.1
H 1.7703 -0.3945 -4.9667 0.0 0.0 -0.1
H -2.7806 3.9180 3.8388 0.0 0.0 0.0
H -5.6141 0.4685 -1.8840 0.0 0.0 0.0
H 2.3166 -3.1706 0.8391 0.0 0.1 0.0
H 3.6699 -1.3195 -0.3430 0.0 0.0 0.1
H 3.0811 -3.3449 -3.4160 0.0 0.0 0.0
H 2.9083 -0.3101 6.3605 0.0 -0.1 0.0
H -4.9981 7.4230 -1.0577 0.0 0.0 0.0
H -2.0230 -2.5289 -2.6045 0.0 0.0 0.0
H 1.0275 -3.4018 -4.4147 0.0 0.0 0.0
H -5.0235 3.0727 -1.2413 0.0 0.0 0.0
H 0.2386 -2.2046 -5.4427 0.0 0.0 -0.1
H 3.7343 -4.4556 -2.2239 0.0 0.0 0.0
```
Positions in Å, forces in eV/Å.

---

Listing relative energy (zero: lowest compared OMol25 entry of this formula, charge and spin) for the structures above in their given order: 34.2 41.5 kcal per mole.
Listing E_tot for the structures above in their given order: -246494.9323 -357066.4048 eV.